Version one
Density functional theory data (ωB97M-V/def2-TZVPD) for a structure of composition C6H14O2.

Last column: natural (NBO) charge in e.
CARTESIAN COORDINATES (ANGSTROEM)
C  -0.27992  -0.94802  -0.42065  0.185
C  1.58251  -0.03033  -0.06617  -0.256
C  -2.77770  -0.51470  -0.19861  -0.092
C  -0.92179  0.15269  0.16289  -0.433
C  1.87090  0.40715  1.34905  -0.645
C  2.02531  0.98237  -1.09996  -0.640
O  -0.23879  -2.17227  0.16165  -0.686
O  -3.54973  0.46182  -0.85964  -0.722
H  -0.15480  -2.07513  1.12000  0.473
H  -3.59844  1.23417  -0.28119  0.462
H  -0.37245  -1.05533  -1.49755  0.194
H  2.11564  -0.96886  -0.24978  0.184
H  -3.20229  -0.72938  0.79224  0.141
H  -2.89777  -1.40901  -0.81414  0.177
H  -0.96890  1.06972  -0.40689  0.232
H  -0.91721  0.24228  1.24519  0.208
H  2.93453  0.63809  1.49669  0.216
H  1.55909  1.95639  -0.92008  0.193
H  1.60622  -0.37807  2.06038  0.197
H  1.32642  1.32122  1.61256  0.195
H  1.74864  0.66648  -2.10808  0.210
H  3.11053  1.14871  -1.07789  0.207

Calculated values
Charge   0
Orbital gap   0.291 hartree
HOMO   -0.2627 hartree
E_LUMO   0.780 eV

=====

Version two
Density functional theory data (ωB97M-V/def2-TZVPD) for a cluster of 3 separate species, C6H14O2 in total.

Last column: natural (NBO) charge in e.
CARTESIAN COORDINATES (ANGSTROEM)
C  -0.70722  1.46322  1.40294  -0.386
C  -0.18684  0.25508  1.25819  -0.204
C  0.53668  -0.22514  0.04509  -0.235
C  1.78010  0.05291  -0.31191  -0.166
C  2.49460  -0.61179  -1.48865  -0.434
C  1.92886  -1.94891  -1.96449  -0.604
H  -0.51623  2.24478  0.68566  0.194
H  -1.37453  1.69707  2.22906  0.199
H  -0.28237  -0.50756  2.01637  0.199
H  -0.11964  -0.83835  -0.55414  0.202
H  2.44539  0.57807  0.35168  0.200
H  2.55328  0.01007  -2.37453  0.211
H  3.48788  -0.78383  -1.06580  0.206
H  2.07024  -2.77608  -1.26526  0.208
H  2.37809  -2.24915  -2.91637  0.211
H  0.86150  -1.85979  -2.17475  0.200
O  -4.06042  -1.78906  5.65634  -0.936
H  -3.73920  -1.40334  4.83495  0.468
H  -3.66029  -2.66644  5.68874  0.468
O  -0.73799  2.82070  -4.51369  -0.938
H  -1.35434  3.45066  -4.12873  0.469
H  -0.12962  2.58378  -3.79951  0.470

Calculated values
Charge   0
SMILES string   C=C/C=C/CC.O.O
Orbital gap   0.373 hartree
HOMO   -0.3520 hartree
E_LUMO   0.580 eV

=====

Version three
Density functional theory data (ωB97M-V/def2-TZVPD) for a cluster of 2 separate species, C6H14O2 in total.

Last column: natural (NBO) charge in e.
CARTESIAN COORDINATES (ANGSTROEM)
C  0.54562  -1.96069  0.85400  -0.607
C  1.31262  -0.70749  0.36985  -0.400
C  0.87038  0.54531  1.14387  -0.426
C  0.08979  1.65640  0.47550  -0.409
C  -0.32556  1.41913  -0.98609  -0.515
C  -1.07655  2.57952  -1.55795  0.440
O  -1.04191  3.69256  -1.09011  -0.527
H  0.71192  -2.22848  1.90213  0.206
H  0.83310  -2.84296  0.30216  0.202
H  -0.49735  -1.67770  0.81386  0.190
H  1.06423  -0.61642  -0.68132  0.199
H  2.34710  -0.93362  0.61760  0.210
H  1.73189  0.97443  1.67239  0.218
H  0.44330  0.19559  2.09725  0.208
H  0.55854  2.64153  0.45795  0.228
H  -0.82979  1.88978  0.95950  0.213
H  0.54441  1.23666  -1.63462  0.231
H  -0.87435  0.48039  -1.13032  0.222
H  -1.66348  2.44968  -2.48608  0.114
O  -1.88902  -2.97095  -0.91666  -0.940
H  -1.88264  -2.88516  0.03865  0.472
H  -0.97223  -2.93748  -1.22155  0.471

Calculated values
Charge   0
SMILES string   CCCCCC=O.O
Orbital gap   0.391 hartree
HOMO   -0.3632 hartree
E_LUMO   0.755 eV

=====

Which one sits at the bottom of the stability order? version one does.

=====

Version one
Density functional theory data (ωB97M-V/def2-TZVPD) for the molecule C2H2Cl2S.

Last column: natural (NBO) charge in e.
CARTESIAN COORDINATES (ANGSTROEM)
S  2.27581  0.34026  -0.04354  0.127
C  0.79172  -0.13677  0.41254  -0.290
C  -0.44829  -0.05404  -0.41038  -0.311
Cl  -1.58064  -1.27846  0.10602  0.018
Cl  -1.22107  1.46612  0.03608  -0.008
H  0.54429  -0.52801  1.36921  0.204
H  -0.36181  0.19090  -1.46993  0.260

Calculated values
Charge   0
SMILES string   S=CC(Cl)Cl
Orbital gap   0.310 hartree
HOMO   -0.3485 hartree
E_LUMO   -1.050 eV

=====

Version two
Density functional theory data (ωB97M-V/def2-TZVPD) for a structure of composition C2H2Cl2S.

Last column: natural (NBO) charge in e.
CARTESIAN COORDINATES (ANGSTROEM)
C  0.99275  0.08707  0.62213  -0.276
C  -0.65902  -0.15409  -0.43329  -0.277
S  1.74034  1.50795  0.43084  0.127
Cl  -1.03938  -1.78543  -0.88196  0.033
Cl  -2.12087  0.56352  0.45971  -0.046
H  1.48515  -0.74060  1.12584  0.204
H  -0.39898  0.52158  -1.32326  0.235

Calculated values
Charge   0
Orbital gap   0.304 hartree
HOMO   -0.3369 hartree
E_LUMO   -0.894 eV

=====

Which one sits at the bottom of the stability order? version two does.

=====

Version one
Density functional theory data (ωB97M-V/def2-TZVPD) for a structure of composition H26KrO13.

Last column: natural (NBO) charge in e.
CARTESIAN COORDINATES (ANGSTROEM)
Kr  -15.78437  1.49912  -14.53535  0.001
O  -17.12445  4.05606  -16.33650  -0.971
H  -17.55990  4.09084  -15.48480  0.491
H  -17.69764  3.51248  -16.87707  0.468
O  -16.82166  -0.45519  -11.55497  -0.970
H  -17.40875  0.08106  -12.08787  0.479
H  -16.18969  0.16673  -11.19430  0.481
O  -11.98376  -0.45074  -14.11867  -0.955
H  -12.37128  -0.32131  -14.98429  0.499
H  -11.29672  0.21331  -14.06158  0.464
O  -12.97285  -0.39061  -17.00967  -0.968
H  -12.41357  0.37592  -17.13568  0.461
H  -13.76740  -0.19202  -17.50515  0.488
O  -13.52173  3.63678  -12.12437  -0.972
H  -12.72919  4.10687  -11.86530  0.472
H  -13.23541  2.73125  -12.24387  0.492
O  -16.17940  2.42766  -11.16402  -0.957
H  -16.79621  2.93367  -11.69291  0.467
H  -15.32796  2.58512  -11.57204  0.484
O  -14.56568  3.26239  -17.90626  -0.973
H  -15.04316  3.62137  -17.15834  0.506
H  -14.91170  3.73697  -18.66209  0.476
O  -18.77170  -0.76051  -14.84464  -0.976
H  -18.31922  -1.59528  -14.72358  0.480
H  -18.54541  -0.49180  -15.73505  0.490
O  -13.60330  0.69369  -11.94358  -0.977
H  -13.17639  0.31285  -11.17616  0.476
H  -13.09123  0.37402  -12.68643  0.497
O  -17.76398  -0.33104  -17.49788  -0.963
H  -16.88493  -0.24816  -17.86753  0.503
H  -18.19134  0.49967  -17.70646  0.464
O  -19.18944  1.16793  -12.57862  -0.949
H  -18.94702  0.85943  -13.45171  0.490
H  -19.02884  2.11121  -12.60422  0.460
O  -17.50298  3.96069  -13.55010  -0.958
H  -18.14687  4.66580  -13.48328  0.480
H  -16.66048  4.39021  -13.40202  0.494
O  -15.13797  0.43368  -18.52055  -0.973
H  -14.75754  1.29509  -18.34887  0.510
H  -14.72651  0.14786  -19.33618  0.484

Calculated values
Charge   0
Orbital gap   0.343 hartree
HOMO   -0.3520 hartree
E_LUMO   -0.239 eV

=====

Version two
Density functional theory data (ωB97M-V/def2-TZVPD) for a structure of composition H26KrO13.

Last column: natural (NBO) charge in e.
CARTESIAN COORDINATES (ANGSTROEM)
Kr  0.58318  0.26250  -0.07850  0.000
O  3.38934  -1.90635  0.06427  -0.953
H  4.02742  -2.58465  0.28563  0.484
H  3.88829  -1.08988  0.09012  0.483
O  -0.77598  -1.47490  -3.62099  -0.964
H  -0.74161  -0.53876  -3.42427  0.484
H  -0.41588  -1.54777  -4.50487  0.469
O  -0.45799  3.48846  -1.55619  -0.973
H  -0.95410  4.22107  -1.92140  0.479
H  -0.58157  2.77763  -2.18522  0.493
O  -3.10871  2.12313  -0.46966  -0.959
H  -2.47237  2.82628  -0.33975  0.479
H  -2.62110  1.32076  -0.28347  0.476
O  -1.42816  1.93867  2.78079  -0.958
H  -0.66130  1.72589  3.31266  0.459
H  -1.75240  1.09078  2.47718  0.486
O  2.35995  1.59570  2.48791  -0.941
H  2.25955  0.66216  2.67406  0.469
H  3.14257  1.64821  1.93929  0.477
O  -3.14637  -0.78395  -0.26863  -0.958
H  -2.90127  -1.58823  -0.72611  0.497
H  -4.10354  -0.78643  -0.27494  0.486
O  -0.07696  1.20844  -3.16263  -0.953
H  -0.09788  1.67971  -3.99551  0.485
H  0.85463  1.09098  -2.97669  0.496
O  1.75041  3.39033  0.20065  -0.981
H  0.94910  3.34947  -0.32134  0.489
H  1.56707  2.84397  0.96493  0.475
O  1.39148  -4.14224  0.78800  -0.945
H  1.08582  -3.42493  1.34321  0.483
H  2.23550  -3.84190  0.45087  0.453
O  0.05000  -2.56944  2.86972  -0.953
H  -0.63480  -1.91554  2.72943  0.493
H  0.75197  -2.09098  3.31079  0.464
O  -2.42212  -0.67796  2.36373  -0.986
H  -2.96477  -1.12312  3.01457  0.480
H  -2.90418  -0.77497  1.54249  0.501
O  1.73849  -2.42510  -2.09511  -0.963
H  2.24279  -2.08119  -1.35778  0.475
H  0.95532  -1.87570  -2.12727  0.470

Calculated values
Charge   0
Orbital gap   0.371 hartree
HOMO   -0.3803 hartree
E_LUMO   -0.254 eV

=====

Which one sits at the bottom of the stability order? version two does.

=====

Version one
Density functional theory data (ωB97M-V/def2-TZVPD) for a cluster of 2 separate species, C6H13NO in total.

Last column: natural (NBO) charge in e.
CARTESIAN COORDINATES (ANGSTROEM)
C  1.01413  0.49373  -2.27527  -0.701
C  0.99454  -0.94637  -1.57840  -0.021
N  -1.32931  -1.82089  -0.45757  -0.703
C  -0.59684  -0.93682  0.36339  0.199
C  0.79579  -0.71584  -0.08036  -0.574
C  -0.31036  0.63621  2.38681  -0.715
C  -1.06826  -0.28424  1.45590  -0.116
H  0.01448  0.83311  -2.28517  0.245
H  1.33835  0.48806  -3.32460  0.215
H  1.40261  1.38303  -1.80280  0.295
H  1.30832  -1.35813  0.63371  0.265
H  1.76330  -1.62550  -1.91264  0.209
H  -0.68415  -1.58629  -1.35011  0.339
H  -2.26538  -1.40261  -0.58137  0.382
H  1.12026  0.28771  0.20355  0.292
H  -1.01884  1.08590  3.12338  0.238
H  0.60132  0.09999  2.71623  0.231
H  -2.15198  -0.46046  1.61648  0.200
H  -0.03450  3.36142  -0.04568  0.430
H  -0.15129  1.67200  1.72600  0.373
O  0.38608  2.56101  0.35671  -1.083

Calculated values
Charge   0
Orbital gap   0.167 hartree
HOMO   -0.2825 hartree
E_LUMO   -3.140 eV

=====

Version two
Density functional theory data (ωB97M-V/def2-TZVPD) for a cluster of 2 separate species, C6H13NO in total.

Last column: natural (NBO) charge in e.
CARTESIAN COORDINATES (ANGSTROEM)
C  3.13888  -0.00689  0.10061  -0.714
N  0.05079  0.10960  -1.48024  -0.732
C  0.52617  0.20535  -0.07337  0.071
C  1.80649  0.59105  0.40503  0.001
C  -2.28548  1.06025  0.12533  -0.644
C  -0.87169  0.72783  0.73117  -0.141
C  -0.50354  -0.70024  0.86113  -0.298
H  3.05300  -1.15102  -0.02131  0.238
H  3.93509  -0.05526  0.89235  0.255
H  3.57109  0.29140  -0.89024  0.253
H  0.86301  0.25645  -2.07017  0.366
H  -0.42344  -0.78544  -1.68660  0.436
H  1.96147  1.52729  0.86508  0.212
H  -2.74219  1.84771  0.79808  0.208
H  -2.74970  0.10506  0.42821  0.293
H  -2.30712  1.33344  -0.98528  0.248
H  -0.51509  1.29518  1.54669  0.207
H  0.11830  -1.02938  1.74836  0.213
H  -1.11044  -1.51011  0.35351  0.366
H  -3.07044  -2.35751  -1.00419  0.435
O  -2.44515  -1.75478  -0.64414  -1.273

Calculated values
Charge   0
Orbital gap   0.183 hartree
HOMO   -0.2664 hartree
E_LUMO   -2.270 eV

=====

Version three
Density functional theory data (ωB97M-V/def2-TZVPD) for a cluster of 2 separate species, C6H13NO in total.

Last column: natural (NBO) charge in e.
CARTESIAN COORDINATES (ANGSTROEM)
C  -0.59824  1.59208  0.33928  -0.227
C  -0.95226  0.74633  -0.89348  -0.380
C  -0.25979  -0.66377  -0.84117  -0.545
C  -0.94609  -1.64786  -0.06247  0.119
C  -0.49456  -1.97575  1.23413  -0.320
C  0.47006  -1.37969  1.96544  -0.176
N  0.74935  2.13663  0.23835  -0.836
H  -0.60708  0.98762  1.23843  0.173
H  -1.23758  2.45933  0.45573  0.202
H  -0.36586  1.18685  -1.69650  0.277
H  -2.03526  0.69727  -1.01062  0.201
H  0.67274  -0.39726  -0.33635  0.292
H  -1.58860  -2.41336  -0.47573  0.207
H  -1.05761  -2.74941  1.76969  0.221
H  1.24005  -0.75597  1.52837  0.210
H  0.41307  -1.32109  3.03854  0.213
H  0.97324  2.41487  -0.70872  0.380
H  1.49766  1.51887  0.50631  0.360
H  2.35791  -0.01602  -2.47567  0.428
H  0.05843  -0.86962  -1.87902  0.336
O  1.71041  0.44996  -1.93454  -1.137

Calculated values
Charge   0
Orbital gap   0.176 hartree
HOMO   -0.2770 hartree
E_LUMO   -2.750 eV

=====

Version four
Density functional theory data (ωB97M-V/def2-TZVPD) for a cluster of 2 separate species, C6H13NO in total.

Last column: natural (NBO) charge in e.
CARTESIAN COORDINATES (ANGSTROEM)
C  -1.00678  1.07010  -0.88473  -0.387
C  -1.20962  -0.12486  -0.33739  -0.211
C  -0.10338  -1.00576  0.09571  0.107
N  0.09650  -2.04457  -0.84767  -0.854
C  0.66962  -0.79640  1.18088  -0.037
C  1.90759  -1.46143  1.73031  -0.632
C  0.18055  0.21024  2.19414  -0.642
H  -1.61160  1.73290  -1.44696  0.231
H  0.05219  1.39750  -0.94374  0.156
H  -2.13577  -0.65470  -0.55757  0.211
H  0.37746  -1.69048  -1.74644  0.385
H  0.46917  -2.85282  -0.38110  0.384
H  2.81633  -0.85754  1.63961  0.221
H  2.06709  -2.40357  1.12249  0.199
H  1.85595  -1.72380  2.76970  0.215
H  0.19890  1.20002  1.72512  0.222
H  -0.83586  -0.06291  2.51660  0.217
H  0.74867  0.19985  3.13299  0.204
O  -0.78256  3.23315  -2.59736  -0.947
H  -0.47678  4.09704  -2.32432  0.479
H  -0.08994  2.58035  -2.53548  0.476

Calculated values
Charge   0
SMILES string   C=CC(N)=C(C)C.O
Orbital gap   0.322 hartree
HOMO   -0.2922 hartree
E_LUMO   0.801 eV

=====

Which one sits at the bottom of the stability order? version one does.